1.
{"formula": "C4H8P2", "method": "wB97M-V/def2-TZVPD", "elements": ["P", "P", "C", "C", "C", "C", "H", "H", "H", "H", "H", "H", "H", "H"], "xyz": [[-0.5684, -1.1568, 1.2317], [-0.3981, -2.1639, -0.6654], [1.0700, 0.3586, -0.3379], [-0.3226, 1.6808, 1.2221], [-0.2340, -1.0882, -1.9221], [0.2031, 0.3238, 0.6714], [0.4548, -1.6100, 2.1112], [1.2752, 1.3565, -0.7014], [-1.4598, 1.5145, 1.3376], [0.2784, 1.9377, 2.1914], [-0.2490, -1.5814, -2.9374], [-0.7154, -3.3626, -0.3335], [1.5431, -0.4163, -0.8550], [-0.0131, 2.4522, 0.4393]], "forces_ev_per_a": [[-0.63, -0.21, 1.11], [1.07, 4.02, -0.95], [-0.21, 1.94, 1.13], [0.60, -0.66, -0.08], [-0.61, -2.24, -1.16], [0.60, 2.08, -0.10], [0.06, -0.58, -0.51], [0.40, 0.08, -0.24], [1.79, 1.04, 0.20], [-1.65, -0.40, -1.46], [-0.22, 0.26, 0.85], [-0.96, -3.73, 0.13], [0.66, -0.88, -0.10], [-0.92, -0.73, 1.20]], "charge": 0, "total_energy_ev": -22849.1572, "lumo_ha": -0.00100, "de_lowest_kcal_mol": 122.0}


2.
{"formula": "C4H7N2", "method": "wB97M-V/def2-TZVPD", "elements": ["N", "N", "C", "C", "C", "C", "H", "H", "H", "H", "H", "H", "H"], "xyz": [[-1.0363, 0.8084, -0.6737], [-0.2427, 0.1376, -0.0478], [-2.0942, 0.0130, -1.3457], [0.2301, -1.1117, 0.2243], [2.0715, 0.6214, 1.2899], [1.0131, -0.1569, 0.7443], [2.7224, 0.0300, 1.9765], [2.7326, 0.9596, 0.4334], [-1.6291, -0.6284, -2.0384], [-0.0040, -2.1883, 0.3491], [-2.7374, 0.8931, -1.6723], [-2.6124, -0.7179, -0.5798], [1.6134, 1.5772, 1.6653]], "forces_ev_per_a": [[-0.06, 0.11, 0.40], [1.52, -0.31, 0.26], [-1.65, 1.27, 2.73], [1.00, -1.54, 2.20], [1.36, 1.24, -0.10], [-2.71, -0.20, -2.40], [-0.73, 0.69, -0.22], [-0.66, -0.41, 0.70], [0.32, -0.40, -1.56], [-0.03, 0.88, -0.69], [0.28, -2.08, -0.25], [0.69, 1.72, -1.30], [0.68, -0.97, 0.23]], "charge": 1, "total_energy_ev": -7229.6968, "lumo_ha": -0.16958, "de_lowest_kcal_mol": 139.3}


3.
{"formula": "C8H15N2", "method": "wB97M-V/def2-TZVPD", "elements": ["N", "N", "C", "C", "C", "C", "C", "C", "C", "C", "H", "H", "H", "H", "H", "H", "H", "H", "H", "H", "H", "H", "H", "H", "H"], "xyz": [[2.1526, -0.4902, -0.0327], [-1.8491, -0.8524, 1.3296], [1.8181, 1.9772, -1.3170], [0.8820, -0.1375, -0.2531], [2.6786, 2.1560, -2.2733], [0.7127, 0.9752, -1.2762], [-1.2931, 0.2931, 1.3332], [-1.7222, -1.6930, 2.4947], [-2.1870, -1.4374, -0.0249], [-0.9772, 1.5440, 1.3101], [-1.2841, -2.6992, 2.1486], [-1.6115, 2.3445, 1.4770], [1.9285, 2.5740, -0.3941], [2.9261, -0.1606, -0.6566], [3.4256, 2.8859, -2.1079], [2.4966, -1.2558, 0.4919], [-2.5848, -2.4638, 0.2500], [0.0029, 1.8784, 0.7972], [-2.6279, -1.9650, 2.9829], [-1.0813, -1.1616, 3.2445], [-3.0302, -0.8622, -0.5026], [-1.3210, -1.6413, -0.5967], [-0.1757, 1.5496, -1.0432], [2.6849, 1.4886, -3.2396], [0.5610, 0.5561, -2.2587]], "forces_ev_per_a": [[-0.64, 1.53, -2.56], [0.61, 1.34, -1.30], [-0.66, -0.18, 1.58], [1.43, -0.76, 0.78], [0.54, -1.77, -2.67], [0.62, 0.31, 0.44], [-0.33, -0.16, -0.53], [2.11, -1.81, 0.50], [-2.96, -1.40, 1.97], [2.90, -0.63, -1.83], [-0.19, 1.61, 0.68], [-1.57, 1.15, 0.75], [-0.07, -0.12, -0.47], [-0.81, 0.28, 0.59], [0.83, 0.59, -0.41], [-0.57, -0.82, 0.98], [0.13, 1.21, -0.49], [-1.55, -0.80, 1.56], [-1.14, 0.24, 0.00], [-0.41, -0.75, -0.74], [1.29, -0.47, 0.37], [1.08, 0.58, -0.58], [-0.53, -0.29, -0.14], [-0.01, 1.59, 1.92], [-0.10, -0.47, -0.39]], "charge": 1, "total_energy_ev": -11507.8679, "lumo_ha": [-0.12730, -0.12729], "de_lowest_kcal_mol": 118.0}


4.
{"formula": "C37H97BClN12O8P4S", "method": "wB97M-V/def2-TZVPD", "elements": ["Cl", "S", "P", "P", "P", "P", "O", "O", "O", "O", "O", "O", "O", "O", "N", "N", "N", "N", "N", "N", "N", "N", "N", "N", "N", "N", "C", "C", "C", "C", "C", "C", "C", "C", "C", "C", "C", "C", "C", "C", "C", "C", "C", "C", "C", "C", "C", "C", "C", "C", "C", "C", "C", "C", "C", "C", "C", "C", "C", "C", "C", "C", "C", "B", "H", "H", "H", "H", "H", "H", "H", "H", "H", "H", "H", "H", "H", "H", "H", "H", "H", "H", "H", "H", "H", "H", "H", "H", "H", "H", "H", "H", "H", "H", "H", "H", "H", "H", "H", "H", "H", "H", "H", "H", "H", "H", "H", "H", "H", "H", "H", "H", "H", "H", "H", "H", "H", "H", "H", "H", "H", "H", "H", "H", "H", "H", "H", "H", "H", "H", "H", "H", "H", "H", "H", "H", "H", "H", "H", "H", "H", "H", "H", "H", "H", "H", "H", "H", "H", "H", "H", "H", "H", "H", "H", "H", "H", "H", "H", "H", "H"], "xyz": [[3.9255, -2.2974, 1.0881], [5.6855, -0.3600, 3.1329], [-5.9199, 0.8122, -4.7618], [4.4227, -1.5629, -1.6864], [1.2842, 0.1304, -5.2959], [-5.9148, -1.2580, 5.1903], [-4.5482, -0.7732, 4.6841], [4.6848, 2.5628, 3.8018], [2.9779, 1.8087, 1.5935], [3.7176, 0.1467, 0.2076], [8.0407, -2.4347, -1.6582], [2.3435, 0.0917, -4.1821], [-4.4797, 0.7866, -5.2947], [3.9849, 2.3144, -0.3066], [-5.7286, -0.6169, 6.7964], [-6.5369, -0.1786, -6.0544], [6.3390, 0.3879, 1.6415], [-7.5916, -1.7385, 5.5418], [6.6215, 0.0624, -0.8213], [5.0806, -2.9951, -1.9071], [1.8628, -1.2905, -6.1152], [-5.5915, -0.1715, -3.3647], [1.9544, 1.5581, -6.0371], [-0.1115, 0.2335, -6.3916], [-7.5860, 1.0994, -4.2077], [-5.4552, -2.9381, 5.1640], [5.4830, 1.6213, 1.3859], [-0.6501, 1.5656, -6.7348], [-4.7274, 0.4671, -2.3680], [7.7691, 0.8163, 1.8625], [8.3059, -1.9932, -0.3331], [4.0652, 1.3792, 0.7816], [8.9822, -0.5274, 3.8138], [8.8766, -0.5980, 5.4058], [-6.8969, -1.5737, -5.8732], [8.3326, 0.8449, 3.3268], [2.7110, 1.5200, -7.2760], [1.7498, -1.5979, -7.5321], [-6.3302, -1.1198, 8.0209], [-1.1024, 0.8335, 3.8138], [-8.5017, -0.6366, 5.1287], [-7.6154, 2.3538, -3.4084], [4.6546, -0.9012, 0.1174], [2.4375, 0.8197, 2.4705], [-4.4722, -3.3122, 4.1443], [-6.5187, -1.0470, -2.6662], [6.9965, -1.9030, 0.5809], [7.3362, 4.2656, 3.6692], [6.2877, 4.0694, 2.4989], [2.6172, 2.4951, -5.1283], [-5.1646, -3.6932, 6.3698], [-0.5627, 2.1836, 4.4805], [-2.1363, 1.2285, 2.6943], [-1.2571, -0.4949, -5.7804], [0.0913, -0.0571, 3.2745], [0.6690, -0.1176, 0.7396], [-5.8458, -0.0500, -7.3399], [-8.6522, 1.2653, -5.2165], [0.9018, 0.6308, 2.1016], [6.1737, -0.5618, 0.4469], [-8.1365, -2.9471, 4.8910], [-5.7139, 0.8473, 6.8625], [1.6838, -2.5356, -5.3628], [5.4296, 2.6813, 2.6214], [5.7890, -1.7234, 2.9921], [-6.0507, -3.7948, 6.9972], [-8.3775, 1.9924, -5.9844], [2.1412, -0.8168, -8.1745], [0.7458, -0.4293, 4.1097], [2.3507, -2.4797, -7.7741], [-8.4855, -0.4944, 4.0438], [8.1434, -1.6610, -2.2235], [8.8830, -1.0382, -0.3906], [-7.7423, -1.6799, -5.1925], [2.9758, -0.1462, 2.5760], [-5.1874, 1.2779, 6.0077], [-7.2492, -2.0111, -6.8115], [-4.6848, -2.8132, 3.1969], [7.5918, 5.3601, 3.6939], [-4.3451, -3.2463, 6.9456], [-4.2191, -0.2825, -1.7564], [-5.8976, -0.6117, 8.8880], [1.1360, -1.1292, 0.7331], [-7.9615, -2.9437, 3.8123], [7.5182, 0.5353, -0.7365], [0.3730, 1.9070, 5.0355], [-8.9127, 0.3264, -5.6981], [-7.7255, -3.8615, 5.3111], [-2.3180, 0.4111, 1.9485], [-6.7289, 1.2625, 6.8803], [-9.2150, -3.0169, 5.0625], [10.0487, -0.6204, 3.4900], [-8.5933, 2.5012, -2.9471], [9.6791, -1.2710, 5.8137], [1.1035, 0.5326, -0.0733], [-4.9174, -0.6318, -7.3716], [-3.4479, -3.0629, 4.4444], [6.7192, 4.1310, 1.4689], [-6.0498, -2.1727, -5.5174], [2.0512, 2.6041, -4.2009], [8.9589, 0.4335, 5.8279], [-7.4151, -0.9599, 8.0640], [-0.4344, -0.1357, 0.5305], [-5.1930, 1.1909, 7.7593], [8.5075, 0.1814, 1.2952], [-7.2976, -0.4999, -2.1197], [-3.9483, 1.0667, -2.8442], [6.8807, 3.9735, 4.6431], [8.4299, -1.4217, 3.4366], [6.4407, -2.8350, 0.3240], [3.0468, 2.3384, -0.5497], [7.6957, 1.3284, 4.1017], [-6.1345, -2.1720, 8.1961], [-1.5965, -0.0005, -4.8666], [0.6754, -2.9461, -5.4925], [-0.3951, -0.9737, 2.8385], [6.0631, 2.1584, 0.5843], [2.4123, 1.2718, 3.5055], [7.9110, -1.0946, 5.6986], [-1.6003, 1.4645, -7.2670], [-6.4900, -0.3891, -8.1564], [4.3267, -3.6508, -2.1300], [-2.0964, -0.5596, -6.4739], [-6.8860, 2.3263, -2.5967], [-9.5766, 1.6043, -4.7391], [3.0493, 2.5211, -7.5579], [7.9854, 1.8410, 1.4421], [-8.2152, 0.3106, 5.5891], [8.2763, 3.7231, 3.4174], [0.7206, -1.8159, -7.8436], [0.4930, 1.6781, 2.0177], [-5.6058, 0.9938, -7.5503], [3.0130, -1.6818, -1.8358], [-4.5184, -4.3870, 3.9443], [-5.2971, 1.1217, -1.6972], [-0.0009, 2.1085, -7.4175], [-7.0022, -1.7682, -3.3160], [-4.8853, -4.7226, 6.1280], [3.6367, 2.1786, -4.8768], [8.9719, -2.7597, 0.1418], [-1.8993, 2.1924, 2.1801], [1.8508, -2.3813, -4.2940], [-7.3854, 3.2251, -4.0290], [-9.5279, -0.8392, 5.4396], [-0.8205, 2.1776, -5.8463], [7.3894, -2.0561, 1.6279], [5.9522, 0.7677, -1.1413], [-5.9807, -1.6551, -1.9326], [4.8690, -0.5910, -2.6384], [-1.6735, 0.2419, 4.5788], [4.7446, 3.3664, 4.3336], [3.5937, 0.8737, -7.1974], [-1.3614, 2.5792, 5.1506], [-0.3194, 2.8782, 3.6362], [5.5058, 4.8844, 2.5568], [2.6693, 3.4916, -5.5769], [-0.9860, -1.5201, -5.5192], [9.2364, 1.5237, 3.2642], [2.4011, -3.2932, -5.6878], [-3.1246, 1.3880, 3.2120], [2.0872, 1.2014, -8.1113]], "forces_ev_per_a": [[0.56, 0.52, -0.31], [-0.71, -0.28, 1.12], [0.17, -8.03, -0.66], [0.27, -2.58, -1.10], [5.92, 0.39, -5.33], [4.12, -4.06, 5.61], [-2.89, 1.92, -2.35], [0.87, -0.69, -1.83], [1.80, -1.40, -0.34], [1.57, -0.38, 0.72], [0.37, 0.51, 0.71], [-3.54, -0.43, 2.03], [-0.87, 3.98, 0.85], [1.01, -0.49, 0.88], [-0.17, 0.87, 0.05], [-0.24, 0.00, -0.87], [-0.50, -0.81, 0.12], [-0.53, 1.33, -3.03], [-0.54, 0.82, 1.20], [-0.61, 1.10, 0.10], [-0.22, -0.74, 0.45], [0.39, 0.44, 0.69], [0.14, 0.93, 0.13], [-1.49, 0.61, 2.95], [0.75, 3.14, -0.88], [0.14, -0.74, -0.55], [0.22, 0.32, -0.49], [0.09, 0.50, -0.31], [0.44, 0.08, -0.35], [2.75, 0.93, 0.14], [-0.06, -0.22, 0.18], [-2.15, 1.99, -1.28], [-0.95, 0.08, 1.22], [0.28, -0.63, -0.71], [-0.43, 0.08, 0.41], [1.54, -0.31, -0.19], [-0.42, -0.22, -0.35], [-0.49, 0.11, -0.35], [-0.56, -0.22, 0.04], [0.36, 0.57, -0.08], [-0.16, 0.44, 0.52], [0.07, -0.10, 0.68], [-0.77, -0.10, 0.07], [-2.59, 0.13, 1.79], [-0.09, 0.33, -0.23], [-0.57, 0.13, 0.09], [1.70, -0.27, 0.41], [-0.29, 0.90, -1.15], [-0.81, -0.67, -0.21], [-0.22, -0.16, 0.30], [-0.53, 0.06, 0.26], [-0.12, -1.59, -0.60], [-0.70, -0.26, 0.60], [-0.12, -0.73, -0.17], [-0.69, -0.27, -0.50], [-0.03, 1.43, 0.04], [0.15, 0.39, 0.10], [-0.28, -0.25, -0.40], [0.15, -0.18, 0.32], [0.02, -1.55, -2.75], [0.04, -0.54, -0.03], [0.45, 0.08, -0.35], [0.31, 0.13, 0.41], [-0.05, 1.99, 1.78], [0.30, 0.86, -0.68], [0.01, 0.18, 0.13], [-0.15, -0.03, -0.02], [-0.13, 0.20, 0.14], [-0.49, 0.55, -0.62], [0.00, -0.01, 0.33], [-0.20, -0.05, 0.02], [-0.29, -0.30, -0.15], [-0.34, -0.61, 0.40], [0.10, -0.02, 0.20], [-0.19, 0.75, -0.66], [-0.04, -0.17, -0.01], [0.17, 0.21, -0.09], [0.12, 0.04, 0.12], [-0.13, -1.09, 0.24], [-0.02, -0.03, 0.13], [-0.10, -0.06, -0.03], [0.11, 0.19, -0.24], [-0.49, 0.71, -0.05], [-0.10, -0.11, 0.02], [-0.01, -0.27, 0.00], [-0.87, 0.63, -0.19], [0.34, 0.00, -0.02], [0.27, 0.19, -0.06], [0.28, 0.70, 0.59], [-0.04, 0.09, 0.14], [0.04, 0.42, 0.03], [-0.94, 0.27, 0.13], [0.02, -0.10, -0.10], [-0.64, 0.86, -0.30], [-0.24, -0.93, 0.58], [0.05, 0.05, -0.04], [0.03, 0.04, -0.08], [0.02, 0.26, 0.92], [-0.05, -0.10, 0.07], [0.13, -0.09, -0.04], [-0.04, -0.98, -0.09], [-0.02, -0.01, 0.04], [1.03, -0.35, 0.25], [-0.04, -0.11, 0.03], [-1.25, 0.15, 0.45], [-0.03, -0.02, 0.02], [-0.14, -0.04, -0.10], [0.67, 0.10, -0.62], [0.45, 0.73, 0.01], [-0.09, 1.06, 0.03], [0.09, 0.03, 0.04], [0.12, -0.59, -0.72], [-0.06, -0.07, -0.26], [-0.24, 0.03, -0.16], [-0.01, -0.15, -0.05], [0.51, 0.65, 0.46], [-0.74, -0.56, 0.75], [0.31, -0.36, -1.01], [0.76, 0.83, -0.23], [-0.03, -0.36, 0.27], [-0.13, -0.10, 0.20], [0.38, 0.07, 0.21], [0.08, 0.14, 0.02], [0.09, -0.13, -0.06], [0.28, 0.16, 0.28], [-0.03, 0.02, 0.28], [-1.03, -0.92, 0.23], [0.15, -0.05, 0.05], [-0.73, 0.22, 0.59], [0.00, -0.01, -0.04], [0.49, -0.95, -0.15], [0.10, -0.13, 0.06], [0.31, 0.92, 0.41], [-0.14, 0.01, 0.22], [0.01, -0.04, 0.17], [0.23, -0.12, 0.23], [-0.06, 0.19, -0.19], [0.07, 0.14, -0.24], [0.02, 0.02, 0.09], [-0.58, 0.65, -0.28], [0.07, -0.86, 0.24], [-0.03, 0.14, -0.09], [-0.19, 0.05, 0.06], [0.10, -0.10, 0.01], [-0.10, 0.06, -0.11], [-0.58, 0.31, -0.88], [0.15, -0.14, 0.03], [0.23, 0.22, -0.07], [-0.37, 0.09, 0.95], [0.65, 0.44, -0.63], [0.05, -0.10, -0.03], [0.03, -0.05, -0.12], [0.85, 0.01, -0.51], [-0.16, -0.27, 1.01], [0.77, -0.66, -0.07], [-0.06, -0.13, -0.20], [0.20, 0.02, -0.02], [-1.04, -0.42, -0.12], [-0.01, 0.07, -0.09], [0.88, -0.12, -0.57], [0.02, -0.22, 0.00]], "charge": 1, "total_energy_ev": -135377.4780, "lumo_ha": -0.10458}